# 1
{
  "formula": "C30H45F3O26P2S5Si",
  "method": "ωB97M-V with the def2-TZVPD basis set",
  "e_lumo_ev": -2.65,
  "smiles": "CC[C@H](F)C1=C(C(F)(F)CC[Si](C)(C)c2ccccc2)C(=O)C([PH2]=O)=C(P(=O)(O)O)C1=O.O=S1(=O)OCCO1.O=S1(=O)OCCO1.O=S1(=O)OCCO1.O=S1(=O)OCCO1.O=S1(=O)OCCO1",
  "charge": 0,
  "orbital_gap_ev": 5.256,
  "species": ["C", "C", "C", "F", "C", "C", "C", "F", "F", "C", "C", "Si", "C", "C", "C", "C", "C", "C", "C", "C", "C", "O", "C", "P", "O", "C", "P", "O", "O", "O", "C", "O", "H", "H", "H", "H", "H", "H", "H", "H", "H", "H", "H", "H", "H", "H", "H", "H", "H", "H", "H", "H", "H", "H", "H", "H", "H", "O", "S", "O", "O", "C", "C", "O", "H", "H", "H", "H", "O", "S", "O", "O", "C", "C", "O", "H", "H", "H", "H", "O", "S", "O", "O", "C", "C", "O", "H", "H", "H", "H", "O", "S", "O", "O", "C", "C", "O", "H", "H", "H", "H", "O", "S", "O", "O", "C", "C", "O", "H", "H", "H", "H"],
  "xyz": [[4.393, 2.703, 1.052], [4.247, 3.678, -0.257], [4.945, 2.909, -1.531], [5.129, 3.803, -2.736], [4.313, 1.443, -1.893], [2.886, 1.289, -2.272], [1.749, 2.452, -2.344], [0.772, 1.999, -3.409], [2.201, 3.786, -2.800], [0.847, 2.675, -1.000], [1.022, 1.583, 0.192], [-0.759, 1.389, 1.002], [-1.712, 0.192, -0.232], [-1.718, 3.052, 1.144], [-0.468, 0.468, 2.673], [0.084, 1.326, 3.958], [0.324, 0.632, 5.429], [-0.004, -0.975, 5.597], [-0.521, -1.928, 4.325], [-0.746, -1.163, 2.858], [2.416, -0.273, -2.644], [1.203, -0.774, -2.400], [3.508, -1.347, -3.317], [2.813, -2.718, -4.457], [1.479, -3.415, -3.877], [4.932, -1.154, -2.930], [6.279, -2.335, -3.592], [7.665, -1.513, -3.527], [6.060, -2.773, -5.264], [6.531, -3.732, -2.531], [5.300, 0.092, -1.876], [6.314, 0.023, -1.007], [3.852, 1.676, 0.874], [5.529, 2.486, 1.346], [3.899, 3.199, 2.004], [3.176, 4.099, -0.456], [4.934, 4.630, -0.038], [6.067, 2.690, -1.178], [1.023, 3.781, -0.588], [-0.304, 2.659, -1.316], [1.313, 0.498, -0.128], [1.687, 2.038, 1.048], [-1.353, -0.932, -0.051], [-2.878, 0.320, -0.160], [-1.313, 0.456, -1.326], [-2.508, 3.064, 0.252], [-1.045, 4.019, 1.128], [-2.384, 2.972, 2.131], [0.307, 2.478, 3.777], [0.696, 1.333, 6.302], [0.124, -1.498, 6.650], [-0.727, -3.081, 4.497], [-1.112, -1.813, 1.932], [2.423, -2.198, -5.761], [3.775, -3.822, -4.570], [5.956, -3.787, -5.243], [7.528, -3.886, -2.571], [9.699, 4.661, -1.363], [10.260, 4.324, -2.653], [11.619, 4.640, -3.027], [9.259, 4.892, -3.807], [8.818, 3.812, -4.628], [8.846, 2.579, -3.729], [10.008, 2.734, -2.918], [9.521, 3.708, -5.461], [7.818, 4.014, -5.020], [8.896, 1.648, -4.300], [7.974, 2.553, -3.067], [-4.179, -2.093, 0.288], [-5.160, -1.564, -0.634], [-5.872, -0.328, -0.402], [-6.248, -2.738, -0.947], [-6.271, -3.002, -2.349], [-4.871, -2.659, -2.852], [-4.484, -1.501, -2.116], [-7.024, -2.352, -2.806], [-6.532, -4.047, -2.536], [-4.852, -2.457, -3.926], [-4.161, -3.460, -2.620], [-3.267, 6.758, 3.621], [-3.391, 5.322, 3.736], [-2.296, 4.414, 3.484], [-4.673, 4.849, 2.847], [-5.613, 4.181, 3.686], [-5.421, 4.783, 5.075], [-4.015, 4.982, 5.204], [-5.373, 3.112, 3.683], [-6.630, 4.325, 3.311], [-5.792, 4.129, 5.868], [-5.909, 5.760, 5.152], [-1.666, -0.672, 8.299], [-1.790, -2.108, 8.414], [-0.695, -3.016, 8.162], [-3.072, -2.581, 7.525], [-4.012, -3.250, 8.364], [-3.820, -2.648, 9.754], [-2.414, -2.449, 9.883], [-3.772, -4.318, 8.361], [-5.029, -3.105, 7.989], [-4.191, -3.301, 10.546], [-4.308, -1.670, 9.830], [-5.671, -6.042, -3.522], [-6.652, -5.513, -4.444], [-7.363, -4.277, -4.213], [-7.739, -6.687, -4.758], [-7.762, -6.951, -6.159], [-6.363, -6.607, -6.662], [-5.975, -5.449, -5.926], [-8.516, -6.301, -6.616], [-8.023, -7.996, -6.346], [-6.344, -6.406, -7.736], [-5.653, -7.408, -6.430]],
  "lowdin_charge": [-0.130, -0.170, -0.184, -0.104, 0.034, 0.064, -0.229, -0.048, -0.012, -0.148, -0.249, 0.534, -0.199, -0.217, -0.220, -0.073, -0.060, -0.062, -0.045, -0.045, -0.146, 0.006, -0.179, 0.801, -0.517, -0.119, 0.741, -0.392, -0.236, -0.224, -0.131, 0.013, 0.069, 0.102, 0.092, 0.097, 0.137, 0.155, 0.133, 0.119, 0.090, 0.070, 0.052, 0.036, 0.055, 0.067, 0.061, 0.041, 0.090, 0.086, 0.051, 0.085, 0.076, 0.040, 0.021, 0.089, 0.096, -0.241, 0.677, -0.238, -0.195, -0.172, -0.170, -0.191, 0.131, 0.136, 0.138, 0.118, -0.250, 0.659, -0.246, -0.184, -0.206, -0.167, -0.196, 0.134, 0.078, 0.140, 0.137, -0.231, 0.686, -0.278, -0.193, -0.171, -0.176, -0.191, 0.135, 0.137, 0.137, 0.132, -0.238, 0.661, -0.245, -0.193, -0.174, -0.177, -0.193, 0.133, 0.137, 0.137, 0.133, -0.213, 0.699, -0.248, -0.183, -0.169, -0.171, -0.187, 0.135, 0.139, 0.139, 0.135]
}

***

# 2
{
  "formula": "C11H11MnN3O5",
  "method": "ωB97M-V with the def2-TZVPD basis set",
  "e_above_lowest_kcal_mol": 0.00,
  "spin_multiplicity": 5,
  "e_lumo_ev": [-11.74, -15.46],
  "s2": 6.07,
  "charge": 3,
  "orbital_gap_ev": [7.503, 6.305],
  "species": ["Mn", "O", "C", "C", "O", "C", "O", "C", "O", "C", "H", "H", "C", "H", "H", "C", "N", "C", "C", "C", "N", "C", "O", "N", "H", "H", "H", "H", "H", "H", "H"],
  "xyz": [[0.133, 0.309, -1.393], [-0.078, 3.316, -1.239], [0.057, 2.160, -1.248], [0.261, -1.572, -1.433], [0.303, -2.723, -1.395], [1.950, 0.326, -1.651], [3.085, 0.224, -1.870], [-1.765, 0.298, -1.501], [-2.864, 0.611, -1.657], [0.074, 1.132, -3.448], [-0.850, 1.678, -3.646], [1.003, 1.666, -3.662], [0.062, -0.294, -3.524], [0.976, -0.812, -3.821], [-0.877, -0.808, -3.740], [-1.866, -1.991, 2.899], [-0.855, -1.039, 2.456], [0.073, -0.563, 3.326], [1.021, 0.315, 2.883], [1.007, 0.690, 1.522], [0.143, 0.147, 0.656], [-0.850, -0.707, 1.115], [-1.725, -1.198, 0.372], [1.940, 1.568, 1.072], [-2.868, -1.606, 2.695], [-1.736, -2.140, 3.971], [-1.745, -2.946, 2.379], [-0.021, -0.923, 4.348], [1.769, 0.735, 3.541], [2.487, 2.046, 1.770], [1.755, 2.105, 0.224]],
  "lowdin_charge": [0.291, 0.284, -0.084, -0.051, 0.303, -0.065, 0.295, -0.032, 0.298, -0.044, 0.127, 0.125, -0.033, 0.126, 0.128, 0.086, 0.054, 0.125, 0.178, -0.252, 0.093, -0.388, 0.127, 0.274, 0.145, 0.127, 0.146, 0.184, 0.171, 0.160, 0.103]
}

***

# 3
{
  "formula": "C20H42O13S4",
  "method": "ωB97M-V with the def2-TZVPD basis set",
  "e_above_lowest_kcal_mol": 46.60,
  "e_lumo_ev": 0.19,
  "charge": 0,
  "orbital_gap_ev": 9.079,
  "species": ["C", "C", "C", "O", "C", "O", "O", "H", "H", "H", "H", "H", "H", "C", "C", "C", "O", "C", "O", "O", "H", "H", "H", "H", "H", "H", "C", "C", "C", "O", "C", "O", "O", "H", "H", "H", "H", "H", "H", "C", "S", "O", "C", "H", "H", "H", "H", "H", "H", "C", "S", "O", "C", "H", "H", "H", "H", "H", "H", "C", "S", "O", "C", "H", "H", "H", "H", "H", "H", "C", "S", "O", "C", "H", "H", "H", "H", "H", "H"],
  "xyz": [[-0.506, 3.111, -2.893], [-1.424, 2.110, -3.579], [-0.914, 1.464, -4.893], [-1.125, 0.044, -4.714], [-1.398, -0.228, -3.437], [-1.660, -1.309, -2.929], [-1.468, 0.957, -2.749], [-0.456, 4.092, -3.365], [0.508, 2.712, -2.851], [-0.924, 3.256, -1.897], [-2.435, 2.506, -3.677], [0.141, 1.649, -5.092], [-1.440, 1.855, -5.764], [2.026, 5.957, 1.003], [0.893, 5.006, 0.472], [0.758, 3.743, 1.126], [-0.542, 3.773, 1.707], [-1.166, 4.954, 1.477], [-2.169, 5.292, 1.993], [-0.350, 5.572, 0.595], [2.157, 6.729, 0.246], [3.013, 5.511, 1.128], [1.805, 6.495, 1.925], [1.032, 4.925, -0.606], [1.522, 3.614, 1.892], [0.923, 2.928, 0.421], [-2.108, -2.038, 1.656], [-0.786, -1.462, 1.137], [-0.855, -0.299, 0.148], [0.128, 0.592, 0.617], [0.540, 0.259, 1.828], [1.286, 0.941, 2.511], [-0.164, -0.835, 2.254], [-2.721, -2.324, 0.802], [-2.643, -1.247, 2.182], [-2.074, -2.946, 2.257], [-0.165, -2.286, 0.785], [-1.807, 0.231, 0.156], [-0.646, -0.591, -0.881], [4.119, 2.065, 2.756], [4.725, 0.478, 1.937], [6.278, 0.422, 2.020], [4.233, -0.657, 3.338], [3.908, 1.920, 3.816], [3.224, 2.482, 2.296], [5.018, 2.665, 2.615], [4.414, -1.633, 2.888], [3.263, -0.406, 3.768], [4.963, -0.490, 4.129], [-5.702, -1.007, 1.010], [-5.930, -1.658, 2.746], [-7.452, -1.504, 2.885], [-5.484, -3.404, 2.432], [-6.054, 0.010, 1.183], [-6.386, -1.527, 0.340], [-4.711, -0.982, 0.554], [-5.915, -3.855, 1.539], [-5.970, -4.030, 3.181], [-4.434, -3.667, 2.559], [0.492, -5.529, -1.901], [0.331, -5.375, -0.064], [1.023, -4.066, 0.291], [-1.537, -4.957, -0.112], [0.120, -4.648, -2.424], [0.061, -6.352, -2.471], [1.561, -5.581, -2.107], [-2.030, -5.774, -0.639], [-1.650, -4.063, -0.727], [-2.031, -4.780, 0.844], [4.434, -0.109, -1.777], [2.551, -0.117, -1.668], [2.064, 0.584, -2.935], [2.319, -1.923, -1.952], [4.879, 0.884, -1.842], [4.775, -0.610, -2.682], [4.884, -0.637, -0.936], [2.670, -2.246, -2.932], [1.282, -2.193, -1.754], [2.905, -2.443, -1.193]],
  "lowdin_charge": [-0.015, -0.296, -0.055, 0.080, -0.524, 0.105, 0.035, 0.090, 0.073, 0.084, 0.151, 0.131, 0.130, 0.006, -0.368, -0.133, 0.086, -0.538, 0.189, 0.089, 0.076, 0.078, 0.088, 0.148, 0.115, 0.130, -0.030, -0.287, -0.075, 0.044, -0.509, 0.111, 0.087, 0.069, 0.089, 0.076, 0.111, 0.145, 0.101, -0.229, 0.834, -0.595, -0.236, 0.051, 0.004, 0.041, 0.039, 0.040, 0.050, -0.240, 0.841, -0.571, -0.279, 0.039, 0.053, 0.028, 0.054, 0.045, 0.029, -0.262, 0.884, -0.589, -0.220, 0.048, 0.054, 0.044, 0.045, 0.043, 0.030, -0.239, 0.851, -0.582, -0.248, 0.051, 0.048, 0.026, 0.062, 0.024, 0.047]
}

***

# 4
{
  "formula": "C4H13NP",
  "method": "ωB97M-V with the def2-TZVPD basis set",
  "e_above_lowest_kcal_mol": 108.31,
  "e_lumo_ev": [-6.09, -6.09],
  "charge": 1,
  "orbital_gap_ev": [6.719, 6.721],
  "species": ["C", "C", "C", "C", "N", "P", "H", "H", "H", "H", "H", "H", "H", "H", "H", "H", "H", "H", "H"],
  "xyz": [[1.777, 1.673, 0.139], [-1.227, -0.983, -1.334], [-0.710, -1.472, 1.049], [1.811, 0.281, -0.188], [-0.740, -0.487, -0.015], [-1.590, 0.882, 0.524], [2.606, 1.908, 0.851], [1.895, 2.273, -0.839], [0.832, 1.845, 0.712], [-1.538, -0.160, -1.904], [-0.598, -1.735, -1.730], [-2.181, -1.582, -1.171], [-0.265, -1.133, 1.906], [-1.647, -2.051, 1.359], [0.072, -2.082, 0.733], [1.852, -0.588, 0.446], [1.951, 0.077, -1.217], [-0.685, 1.598, 1.319], [-1.615, 1.736, -0.640]],
  "lowdin_charge": [-0.109, -0.097, -0.165, 0.156, -0.529, 0.916, 0.135, 0.136, 0.033, 0.046, 0.080, 0.118, 0.049, 0.138, 0.065, 0.085, 0.085, -0.099, -0.043]
}

***

What E_tot values result from the calculations? In sequence: -6388.356179; -2115.966990; -3357.985922; -555.902073 Ha.